A | # C3H5NO2

2 unconnected molecules or ions with the total composition C3H5NO2 (ωB97M-V with the def2-TZVPD basis set, OMol25).

Atoms and positions in Å:
N 2.246 1.203 0.236
C 1.210 0.510 0.193
O 0.069 0.903 0.938
C -0.898 0.025 0.910
C -0.356 -1.075 0.033
O 0.923 -0.632 -0.441
H 3.008 0.745 -0.255
H -2.466 0.817 -1.060
H -2.460 0.749 -0.317
H -0.243 -2.026 0.574
H -1.032 -1.219 -0.810

Its LUMO energy is 0.188 eV.

Atomic partial charges in e from the natural (NBO) method, atoms 1 to 8: -0.679 0.750 -0.460 0.308 -0.260 -0.482 0.366 -0.017

B | # C3H5NO2

A molecular structure, C3H5NO2 (ωB97M-V with the def2-TZVPD basis set, OMol25).

Atoms and positions in Å:
C -0.838 -0.842 -0.556
N 0.246 -0.010 -0.071
C 0.907 -0.123 1.760
O 0.149 -0.198 2.623
C 0.419 1.206 -0.664
O -0.223 1.647 -1.598
H -0.655 -1.155 -1.589
H -1.788 -0.296 -0.534
H -0.923 -1.731 0.077
H 1.460 -0.288 0.756
H 1.246 1.790 -0.203

Its LUMO energy is -0.137 eV.

Atomic partial charges in e from the natural (NBO) method, atoms 1 to 8: -0.432 -0.670 0.529 -0.404 0.510 -0.605 0.211 0.211

C | # C3H5NO2

2 unconnected molecules or ions with the total composition C3H5NO2 (ωB97M-V with the def2-TZVPD basis set, OMol25).

Atoms and positions in Å:
C 2.053 1.687 0.332
C -0.583 -0.770 0.628
C -0.551 -0.950 -0.817
N 1.359 1.339 1.244
O 2.694 2.166 -0.537
O -1.798 -0.558 1.045
H -0.374 -1.977 -1.323
H 0.164 -0.228 -1.259
H -1.439 -0.537 -1.337
H 1.029 0.458 1.680
H -2.554 -0.632 0.344

Its LUMO energy is 0.547 eV.

Atomic partial charges in e from the natural (NBO) method, atoms 1 to 8: 0.845 0.296 -0.814 -0.787 -0.543 -0.626 0.272 0.261

D | # C3H5NO2

2 unconnected molecules or ions with the total composition C3H5NO2 (ωB97M-V with the def2-TZVPD basis set, OMol25).

Atoms and positions in Å:
H 1.878 1.347 0.816
N 1.253 0.549 0.933
C 0.382 0.502 0.037
O 0.127 1.315 -1.048
C -1.008 0.539 -1.508
C -0.786 -0.410 -0.323
O -1.291 -1.397 0.114
H -0.833 0.108 -2.498
H -1.935 1.117 -1.486
H 0.757 -2.185 2.764
H 0.882 -1.577 2.352

Its LUMO energy is -0.264 eV.

Atomic partial charges in e from the natural (NBO) method, atoms 1 to 8: 0.364 -0.621 0.436 -0.489 -0.184 0.511 -0.436 0.212

Energy ordering: D at the bottom, the next structure 0.0209 hartree above.

A | # C3H5NO2

A molecular structure, C3H5NO2 (ωB97M-V with the def2-TZVPD basis set, OMol25).

Atoms and positions in Å:
O -1.050 0.369 -2.237
N -0.415 -0.543 -1.390
C 0.072 0.095 -0.350
C 0.902 -0.648 0.667
O 0.418 -0.002 1.892
C -0.667 0.563 1.434
H -1.351 -0.193 -2.970
H 1.979 -0.460 0.612
H 0.697 -1.720 0.705
H -0.924 1.377 2.106
H 0.339 1.161 -0.469

Its LUMO energy (alpha / beta) is -0.038 / -0.038 eV.

Atomic partial charges in e from the natural (NBO) method, atoms 1 to 8: -0.588 -0.225 -0.048 -0.103 -0.438 0.199 0.473 0.203

B | # C3H5NO2

C3H5NO2 in the gas phase (ωB97M-V with the def2-TZVPD basis set, OMol25).

Atoms and positions in Å:
C 0.370 0.066 1.698
N -0.256 -0.221 0.424
C 0.195 0.320 -0.726
O 1.081 1.153 -0.822
C -0.418 -0.236 -2.009
O -0.694 -1.402 -2.152
H 1.410 0.340 1.511
H -0.120 0.895 2.222
H 0.339 -0.826 2.329
H -1.047 -0.844 0.383
H -0.509 0.504 -2.824

Its LUMO energy is 0.218 eV.

Atomic partial charges in e from the natural (NBO) method, atoms 1 to 8: -0.421 -0.590 0.553 -0.593 0.358 -0.489 0.232 0.200

C | # C3H5NO2

2 unconnected molecules or ions with the total composition C3H5NO2 (ωB97M-V with the def2-TZVPD basis set, OMol25).

Atoms and positions in Å:
C 1.322 0.424 -1.449
C 0.928 -0.794 -0.751
N 0.586 -1.736 -0.174
H 2.200 0.858 -0.966
H 0.493 1.132 -1.375
H 1.551 0.214 -2.495
O -0.977 1.033 0.618
C -1.574 0.420 1.473
O -1.459 -0.874 1.740
H -2.306 0.882 2.152
H -0.798 -1.275 1.131

Its LUMO energy is 0.839 eV.

Atomic partial charges in e from the natural (NBO) method, atoms 1 to 8: -0.732 0.372 -0.418 0.258 0.285 0.254 -0.626 0.661

D | # C3H5NO2

C3H5NO2 in the gas phase (ωB97M-V with the def2-TZVPD basis set, OMol25).

Atoms and positions in Å:
O 0.660 -1.507 2.302
C 0.394 -0.734 1.439
C 0.051 -0.928 -0.195
C -0.499 0.449 -0.277
O 0.249 1.385 -1.039
N -0.098 0.507 1.362
H 0.896 -1.313 -0.720
H -0.782 -1.550 -0.319
H -1.476 0.721 -0.314
H 1.176 1.029 -0.988
H -0.153 1.098 2.212

Its LUMO energy is 0.751 eV.

Atomic partial charges in e from the natural (NBO) method, atoms 1 to 8: -0.583 0.707 -0.594 0.322 -0.675 -0.699 0.234 0.229

Energy ordering: C at the bottom, the next structure 0.0125 hartree above.